[1]
ORCA calculation (the ωB97M-V functional and the def2-TZVPD basis) on the ion C2H4O3P with charge -1 in a non-equilibrium geometry.

Geometry as XYZ:
```
10
C2H4O3P, DFT the ωB97M-V functional and the def2-TZVPD basis
C 0.258 0.144 -0.968
C -0.328 0.772 0.365
O 2.524 -0.225 -0.098
O -0.229 0.454 -2.035
O 0.915 -2.488 0.396
P 1.466 -1.186 -0.589
H -0.870 -0.047 1.051
H -1.178 1.362 0.067
H 0.483 1.329 0.899
H 1.632 -1.651 -1.994
```

Output
SMILES string: CC(=O)[P@@H](=O)[O-]
ΔE to the lowest compared entry with this formula, charge and spin, kcal/mol: 39.99
Total charge: -1
Largest force on an atom, eV/Å: 6.81
E_HOMO, hartree: -0.167
Multiplicity: 1

[2]
ORCA calculation (the ωB97M-V functional and the def2-TZVPD basis) on a structure of composition C33H38FeN8O3.

Geometry as XYZ:
```
83
C33H38FeN8O3, DFT the ωB97M-V functional and the def2-TZVPD basis
Fe 0.416 0.590 0.993
C 4.633 -1.277 0.873
C 4.449 -0.054 0.015
C 5.268 0.129 -1.097
C 5.114 1.217 -1.942
C 4.116 2.138 -1.667
C 3.285 1.989 -0.562
C 2.217 3.012 -0.292
C 3.446 0.891 0.294
N 2.518 0.677 1.339
C 2.932 0.445 2.594
O 4.034 0.621 3.111
C 1.819 -0.129 3.458
C 1.933 -0.430 4.805
C 0.824 -0.977 5.442
C -0.358 -1.206 4.739
C -0.375 -0.884 3.398
N 0.696 -0.376 2.811
C -1.546 -1.089 2.460
O -2.653 -1.386 2.955
N -1.212 -0.898 1.191
C -2.043 -1.360 0.153
C -2.243 -2.744 -0.004
C -1.625 -3.713 0.965
C -2.998 -3.209 -1.073
C -3.545 -2.339 -2.006
C -3.327 -0.980 -1.861
C -2.585 -0.476 -0.794
C -2.444 1.020 -0.663
H 5.288 -1.994 0.378
H 5.062 -1.013 1.840
H 3.672 -1.760 1.074
H 6.040 -0.606 -1.298
H 5.761 1.345 -2.802
H 3.984 3.001 -2.312
H 2.382 3.906 -0.894
H 1.221 2.636 -0.551
H 2.182 3.293 0.759
H 2.869 -0.235 5.308
H 0.878 -1.226 6.495
H -1.244 -1.620 5.201
H -0.566 -3.489 1.110
H -2.105 -3.649 1.944
H -1.723 -4.736 0.601
H -3.154 -4.277 -1.175
H -4.137 -2.716 -2.831
H -3.751 -0.285 -2.581
H -2.650 1.510 -1.616
H -3.142 1.418 0.079
H -1.446 1.321 -0.347
N 0.781 -0.179 -0.948
C 0.825 -0.164 -2.102
N 0.880 -0.206 -3.411
C -0.367 -0.195 -4.195
C -0.674 -1.594 -4.714
C 0.532 -2.172 -5.460
C 1.771 -2.170 -4.562
C 2.070 -0.757 -4.085
H -0.224 0.502 -5.024
H -1.170 0.182 -3.563
H -1.549 -1.547 -5.366
H -0.929 -2.236 -3.864
H 0.732 -1.567 -6.352
H 0.312 -3.185 -5.800
H 2.640 -2.571 -5.087
H 1.587 -2.804 -3.688
H 2.289 -0.106 -4.935
H 2.913 -0.712 -3.398
C -4.705 3.752 2.602
N -3.409 3.120 2.723
C -2.163 3.782 2.351
C -1.258 2.576 2.151
O -0.100 2.603 1.702
N -1.886 1.461 2.514
C -3.152 1.794 2.773
N -4.047 0.850 3.024
H -4.682 4.727 3.086
H -5.468 3.157 3.099
H -4.993 3.886 1.557
H -1.781 4.400 3.167
H -2.248 4.393 1.452
H -3.692 -0.112 3.072
H -4.996 1.065 3.266
```

Output
ΔE to the lowest compared entry with this formula, charge and spin, kcal/mol: 0.00
Largest force on an atom, eV/Å: 0.92
E_HOMO (spin up / spin down), hartree: -0.263 / -0.269
Multiplicity: 5

[3]
ORCA calculation (the ωB97M-V functional and the def2-TZVPD basis) on a structure of composition C49H63N6OP2S5SbTi in a non-equilibrium geometry.

Geometry as XYZ:
```
128
C49H63N6OP2S5SbTi, DFT the ωB97M-V functional and the def2-TZVPD basis
Ti -1.261 0.489 -0.680
C 1.228 3.770 -2.539
C 1.718 2.734 -1.527
C 3.181 3.005 -1.174
P 1.297 0.982 -1.993
C 1.682 0.819 -3.795
C 1.614 -0.649 -4.228
C 2.956 1.470 -4.351
C 2.524 0.078 -1.047
C 3.749 -0.362 -1.539
C 4.779 -0.786 -0.718
C 6.068 -1.321 -1.271
C 4.560 -0.661 0.654
C 3.345 -0.265 1.167
C 2.230 0.019 0.335
N 0.976 0.354 0.794
C 0.639 -0.045 2.088
C 1.088 -1.201 2.740
C 0.620 -1.549 3.994
C -0.322 -0.785 4.670
C -0.814 -1.161 6.038
C -0.825 0.325 3.999
C -0.381 0.678 2.736
P -1.130 1.968 1.707
C 0.119 3.319 2.055
C 0.144 3.716 3.532
C 0.085 4.587 1.207
C -2.629 2.418 2.681
C -3.584 1.236 2.862
C -3.398 3.600 2.091
H 1.137 4.746 -2.056
H 1.946 3.889 -3.352
H 0.261 3.541 -2.980
H 1.135 2.845 -0.604
H 3.839 2.829 -2.026
H 3.293 4.053 -0.882
H 3.532 2.384 -0.350
H 0.828 1.332 -4.257
H 0.828 -1.208 -3.725
H 1.425 -0.708 -5.302
H 2.553 -1.164 -4.023
H 3.854 1.178 -3.813
H 3.083 1.160 -5.392
H 2.910 2.556 -4.342
H 3.913 -0.372 -2.607
H 6.162 -1.087 -2.332
H 6.933 -0.894 -0.759
H 6.140 -2.407 -1.174
H 5.368 -0.876 1.346
H 3.246 -0.166 2.237
H 1.756 -1.881 2.232
H 0.969 -2.474 4.439
H -0.486 -2.167 6.302
H -0.442 -0.484 6.811
H -1.904 -1.143 6.091
H -1.619 0.895 4.470
H 1.044 2.776 1.820
H -0.724 4.326 3.789
H 0.175 2.856 4.201
H 1.031 4.323 3.728
H -0.817 5.172 1.384
H 0.938 5.214 1.482
H 0.149 4.403 0.138
H -2.245 2.715 3.664
H -4.181 1.095 1.962
H -3.085 0.286 3.066
H -4.255 1.455 3.697
H -3.754 3.354 1.090
H -4.267 3.810 2.719
H -2.803 4.512 2.030
S -4.023 -3.236 -1.518
Sb -3.845 -1.732 0.220
S -3.651 0.540 -0.728
S -1.377 -1.496 0.435
N -2.230 3.041 -4.017
C -3.278 3.887 -3.618
C -4.240 4.341 -4.510
C -5.242 5.194 -4.070
C -5.308 5.572 -2.735
C -4.363 5.091 -1.839
C -3.334 4.273 -2.284
S -2.015 3.806 -1.242
N -1.648 2.253 -1.833
C -1.835 2.013 -3.135
C -1.727 0.685 -3.592
C -1.902 0.285 -4.941
C -1.930 -1.046 -5.257
C -1.776 -1.995 -4.241
C -1.555 -1.560 -2.955
N -1.494 -0.264 -2.616
H -2.339 2.723 -4.967
H -4.205 4.027 -5.547
H -5.984 5.549 -4.774
H -6.100 6.220 -2.387
H -4.413 5.358 -0.793
H -2.022 1.013 -5.732
H -2.076 -1.354 -6.283
H -1.835 -3.057 -4.419
H -1.402 -2.259 -2.144
C 5.169 -4.693 1.717
C 3.891 -5.329 2.246
C 2.925 -5.724 1.138
N 2.582 -4.600 0.279
C 1.403 -4.204 -0.225
S 1.339 -3.383 -1.670
N 0.216 -4.501 0.446
C 0.037 -4.459 1.826
O 0.954 -4.428 2.620
C -1.387 -4.459 2.301
C -1.600 -4.019 3.606
C -2.883 -3.983 4.117
C -3.954 -4.397 3.332
C -3.745 -4.830 2.034
C -2.456 -4.859 1.512
H 5.874 -4.486 2.523
H 4.964 -3.743 1.225
H 5.677 -5.343 0.999
H 3.379 -4.647 2.922
H 4.135 -6.231 2.814
H 2.016 -6.159 1.543
H 3.396 -6.486 0.500
H 3.327 -4.262 -0.317
H -0.577 -4.167 -0.091
H -0.750 -3.686 4.185
H -3.051 -3.620 5.123
H -4.961 -4.355 3.726
H -4.574 -5.105 1.397
H -2.319 -5.171 0.485
```

Output
ΔE to the lowest compared entry with this formula, charge and spin, kcal/mol: 0.00
Total charge: -1
Largest force on an atom, eV/Å: 1.03
E_HOMO (spin up / spin down), hartree: -0.121 / -0.145
Multiplicity: 2

[4]
ORCA calculation (the ωB97M-V functional and the def2-TZVPD basis) on a structure of composition C38H42FN5O3S3V in a non-equilibrium geometry.

Geometry as XYZ:
```
93
C38H42FN5O3S3V, DFT the ωB97M-V functional and the def2-TZVPD basis
V 0.893 -0.210 -0.746
F -0.429 -6.784 -0.546
C 0.724 -6.113 -0.321
C 0.762 -4.765 -0.566
C 1.955 -4.070 -0.376
C 1.984 -2.658 -0.622
O 0.931 -2.056 -0.923
C 3.246 -1.995 -0.514
C 4.341 -2.697 -0.143
N 4.296 -4.028 0.180
C 5.529 -4.703 0.479
C 6.495 -4.070 1.431
C 5.740 -5.295 1.843
C 3.117 -4.744 0.041
C 3.039 -6.113 0.299
C 1.838 -6.805 0.138
N 1.823 -8.200 0.433
C 0.562 -8.823 0.784
C 0.865 -10.092 1.570
N 1.697 -10.992 0.703
C 2.975 -10.317 0.306
C 2.611 -9.042 -0.442
C 3.323 -0.539 -0.940
O 4.198 0.187 -0.504
O 2.436 -0.211 -1.830
H -0.116 -4.237 -0.914
H 5.311 -2.225 -0.089
H 5.945 -5.241 -0.369
H 6.211 -3.132 1.888
H 7.552 -4.146 1.218
H 4.947 -5.162 2.566
H 6.261 -6.240 1.916
H 3.905 -6.658 0.644
H -0.052 -9.084 -0.092
H -0.018 -8.150 1.412
H -0.048 -10.616 1.849
H 1.445 -9.853 2.459
H 1.164 -11.181 -0.150
H 1.881 -11.879 1.170
H 3.563 -10.993 -0.313
H 3.519 -10.071 1.215
H 2.070 -9.307 -1.368
H 3.519 -8.515 -0.725
C -1.816 1.760 3.193
C -3.014 1.961 2.305
C -4.291 2.055 2.826
C -5.391 2.150 1.988
C -5.207 2.163 0.620
C -3.939 2.118 0.050
C -3.835 2.112 -1.452
C -2.825 2.019 0.908
N -1.530 1.782 0.460
C -0.895 2.389 -0.453
C -1.386 3.663 -1.095
C 0.441 1.851 -0.858
C 1.003 2.368 -2.177
N 1.227 1.309 0.113
C 1.743 1.776 1.316
C 1.786 0.908 2.414
C 1.240 -0.475 2.278
C 2.333 1.334 3.616
C 2.861 2.606 3.749
C 2.848 3.454 2.654
C 2.303 3.062 1.441
C 2.392 3.978 0.254
H -1.994 2.142 4.198
H -0.928 2.234 2.780
H -1.602 0.689 3.263
H -4.429 2.032 3.901
H -6.391 2.186 2.402
H -6.067 2.210 -0.038
H -4.686 1.579 -1.876
H -2.933 1.609 -1.785
H -3.834 3.131 -1.851
H -2.327 3.960 -0.638
H -1.529 3.544 -2.170
H -0.654 4.459 -0.938
H 1.033 3.460 -2.208
H 0.372 2.025 -3.001
H 2.008 1.984 -2.323
H 0.371 -0.477 1.610
H 0.926 -0.878 3.237
H 1.998 -1.152 1.866
H 2.342 0.648 4.455
H 3.288 2.927 4.690
H 3.285 4.443 2.731
H 2.966 4.869 0.506
H 1.401 4.290 -0.081
H 2.890 3.464 -0.568
S -3.577 -2.254 0.562
C -1.925 -2.022 0.323
S -1.455 -0.909 -0.904
S -0.880 -2.985 1.276
```

Output
Largest force on an atom, eV/Å: 4.09
E_HOMO (spin up / spin down), hartree: -0.172 / -0.172
Multiplicity: 2

[5]
ORCA calculation (the ωB97M-V functional and the def2-TZVPD basis) on a cluster of 2 separate species, C4H12N2 in total in a non-equilibrium geometry.

Geometry as XYZ:
```
18
C4H12N2, DFT the ωB97M-V functional and the def2-TZVPD basis
C 1.737 0.322 1.035
C 0.354 0.810 0.712
N -0.726 0.133 1.471
N 0.019 1.944 0.216
H -0.511 -0.158 2.426
H -1.578 0.680 1.368
H 0.819 2.407 -0.214
H 1.745 -0.707 1.396
H 2.195 0.979 1.786
H 2.348 0.350 0.133
C -0.245 -1.106 -0.848
C -1.231 -0.526 -1.846
H -2.266 -0.733 -1.550
H 0.772 -1.080 -1.249
H -0.441 -2.175 -0.677
H -0.757 -0.774 0.599
H -1.117 0.564 -1.897
H -1.116 -0.926 -2.861
```

Output
ΔE to the lowest compared entry with this formula, charge and spin, kcal/mol: 80.69
Largest force on an atom, eV/Å: 2.86
E_HOMO, hartree: -0.257
Multiplicity: 1

[6]
ORCA calculation (the ωB97M-V functional and the def2-TZVPD basis) on a structure of composition C3H7N in a non-equilibrium geometry.

Geometry as XYZ:
```
11
C3H7N, DFT the ωB97M-V functional and the def2-TZVPD basis
C -0.121 0.588 1.319
C -0.031 -0.121 -0.010
C 0.210 0.611 -1.316
N -0.200 -1.439 -0.091
H -0.014 -0.181 2.079
H 0.639 1.361 1.435
H -1.118 1.009 1.439
H 1.082 0.171 -1.788
H 0.759 -1.194 0.410
H 0.311 1.694 -1.216
H -0.641 0.412 -1.966
```

Output
ΔE to the lowest compared entry with this formula, charge and spin, kcal/mol: 60.48
Largest force on an atom, eV/Å: 2.68
E_HOMO, hartree: -0.299
Multiplicity: 1

> Among the records above, which one has the highest largest force on an atom?

C2H4O3P